Density functional theory data (ωB97M-V/def2-TZVPD) for 2 unconnected molecules or ions with the total composition C21H20N2O2 at a distorted geometry.

The geometry in ORCA input format:
```
! wB97M-V def2-TZVPD RIJCOSX def2/J DEFGRID3
* xyz 0 1
O 0.636 7.067 10.155
O 1.467 5.705 4.059
N -0.310 -1.306 2.631
N 0.528 0.791 2.868
C 1.442 4.653 7.567
C 2.100 3.585 1.096
C 1.871 3.918 2.461
C 2.160 -1.139 2.697
C 1.345 5.421 6.376
C 1.672 3.451 4.829
C -1.359 -0.444 2.700
C 1.216 5.213 8.805
C 2.138 4.578 0.130
C 1.076 6.803 6.503
C 0.291 8.465 10.289
C 1.662 5.282 2.759
C 1.832 3.003 3.527
C -2.771 -0.892 2.649
C 1.685 6.285 1.796
C 0.817 -0.547 2.730
C 1.506 4.809 5.081
C -0.824 0.877 2.839
C 0.892 6.588 8.910
C 0.837 7.382 7.736
C 1.921 5.925 0.474
H 2.040 1.959 3.336
H 2.916 -0.349 2.673
H 1.937 6.695 -0.296
H 2.245 2.530 0.853
H -0.638 8.698 9.747
H -1.400 1.791 2.911
H -3.022 -1.510 3.523
H 1.706 3.601 7.489
H 1.650 2.757 5.666
H 1.105 9.111 9.929
H 1.532 7.319 2.099
H -3.443 -0.027 2.633
H 2.270 -1.771 1.808
H 1.268 4.625 9.719
H 2.342 4.317 -0.909
H 2.322 -1.765 3.582
H -2.957 -1.499 1.751
H 0.148 8.593 11.362
H 0.600 8.448 7.798
H 1.041 7.450 5.629
*
```

## Properties
- lowest unoccupied orbital energy (eV) = -1.97
- E (eV) = -29173.8472
- energy above the lowest of the compared OMol25 structures with the same formula, charge and spin (kcal/mol) = 84.1
- max |F| (eV/Å) = 3.074
- gap between HOMO and LUMO (eV) = 3.6
- HOMO level (eV) = -5.554

Atomic partial charges in e from the natural (NBO) method, atoms 1 to 8:
1. O -0.478
2. O -0.413
3. N -0.530
4. N -0.616
5. C -0.133
6. C -0.134
7. C -0.100
8. C -0.634

***

Density functional theory data (ωB97M-V/def2-TZVPD) for 2 unconnected molecules or ions with the total composition C5H8O2.

The geometry in ORCA input format:
```
! wB97M-V def2-TZVPD RIJCOSX def2/J DEFGRID3
* xyz 0 1
O 0.304 1.247 0.851
O 1.229 -2.145 0.740
C 0.084 0.076 1.624
C 0.473 1.932 -1.397
C -0.961 -0.927 1.242
C 0.286 -1.274 1.106
C 0.742 1.069 -0.422
H 0.908 1.792 -2.381
H -0.162 2.795 -1.225
H -1.413 -0.271 -1.767
H -2.019 -1.120 1.159
H 0.795 -2.929 0.373
H -1.907 -0.785 -1.985
H 0.270 0.350 2.663
H 1.371 0.191 -0.580
*
```

## Properties
- lowest unoccupied orbital energy (eV) = 0.56
- SMILES string = C=CO[C@H]1C=C1O.[H][H]
- E (eV) = -9405.1262
- energy above the lowest of the compared OMol25 structures with the same formula, charge and spin (kcal/mol) = 108.5
- max |F| (eV/Å) = 0.367
- gap between HOMO and LUMO (eV) = 9.3
- HOMO level (eV) = -8.740

Atomic partial charges in e from the natural (NBO) method, atoms 1 to 8:
1. O -0.515
2. O -0.644
3. C 0.052
4. C -0.500
5. C -0.303
6. C 0.294
7. C 0.131
8. H 0.207

***

Density functional theory data (ωB97M-V/def2-TZVPD) for 2 unconnected molecules or ions with the total composition C4H13NS at a distorted geometry.

The geometry in ORCA input format:
```
! wB97M-V def2-TZVPD RIJCOSX def2/J DEFGRID3
* xyz 0 1
S -0.221 0.027 -2.623
N -1.550 -0.117 0.338
C -0.721 0.399 2.713
C 1.880 -1.112 -1.325
C -1.462 0.891 1.458
C 1.493 0.316 -1.901
H -1.232 -0.488 3.024
H 0.972 -1.632 -1.372
H 0.334 0.146 2.438
H 2.134 0.640 -2.664
H -2.345 1.261 1.735
H 2.194 -0.825 -0.336
H -0.884 1.699 0.975
H -1.253 -0.449 -3.493
H 1.321 0.988 -1.011
H -1.999 -0.994 0.708
H 2.625 -1.609 -1.868
H -0.489 1.311 3.443
H -0.797 -0.452 -0.236
*
```

## Properties
- lowest unoccupied orbital energy (eV) = -0.52
- SMILES string = CCN.CCS
- E (eV) = -16680.0053
- energy above the lowest of the compared OMol25 structures with the same formula, charge and spin (kcal/mol) = 94.2
- max |F| (eV/Å) = 6.381
- gap between HOMO and LUMO (eV) = 8.0
- HOMO level (eV) = -8.537

Atomic partial charges in e from the natural (NBO) method, atoms 1 to 8:
1. S -0.422
2. N -0.868
3. C -0.626
4. C -0.624
5. C -0.200
6. C -0.338
7. H 0.206
8. H 0.231

***

Density functional theory data (ωB97M-V/def2-TZVPD) for C2H7N5S in the gas phase at a distorted geometry.

The geometry in ORCA input format:
```
! wB97M-V def2-TZVPD RIJCOSX def2/J DEFGRID3
* xyz 0 1
S -0.340 -2.161 0.372
N -0.808 0.396 -0.655
N -1.879 0.709 0.228
N 0.022 2.720 -0.919
N 1.176 -1.564 0.846
N 0.920 1.844 -0.241
C 1.376 -0.419 0.380
C 0.520 0.690 -0.211
H 0.615 3.405 -1.128
H -1.515 0.833 1.189
H -0.267 2.207 -1.797
H 0.041 -3.592 0.372
H -2.242 1.718 -0.177
H -0.875 -0.472 -1.133
H 2.285 0.119 0.909
*
```

## Properties
- lowest unoccupied orbital energy (eV) = 0.20
- SMILES string = N/N=C(/C=N\S)NN
- E (eV) = -20468.6954
- energy above the lowest of the compared OMol25 structures with the same formula, charge and spin (kcal/mol) = 72.4
- max |F| (eV/Å) = 5.995
- gap between HOMO and LUMO (eV) = 9.0
- HOMO level (eV) = -8.824

Atomic partial charges in e from the natural (NBO) method, atoms 1 to 8:
1. S 0.121
2. N -0.540
3. N -0.650
4. N -0.643
5. N -0.508
6. N -0.227
7. C 0.053
8. C 0.257

***

Density functional theory data (ωB97M-V/def2-TZVPD) for C4H6O2 in the gas phase at a distorted geometry.

The geometry in ORCA input format:
```
! wB97M-V def2-TZVPD RIJCOSX def2/J DEFGRID3
* xyz 0 1
O -0.105 -0.397 1.581
O -1.803 0.552 0.493
C 0.646 -0.420 0.384
C -1.193 0.365 1.508
C 0.307 0.585 -0.833
C 0.468 -0.884 -1.009
H 1.024 1.377 -0.964
H -0.650 0.921 -1.246
H -0.396 -1.445 -1.333
H 1.426 -1.144 -1.420
H 1.653 -0.665 0.749
H -1.440 0.837 2.464
*
```

## Properties
- lowest unoccupied orbital energy (eV) = 1.05
- SMILES string = O=COC1CC1
- E (eV) = -8337.6374
- energy above the lowest of the compared OMol25 structures with the same formula, charge and spin (kcal/mol) = 65.1
- max |F| (eV/Å) = 1.420
- gap between HOMO and LUMO (eV) = 10.6
- HOMO level (eV) = -9.552

Atomic partial charges in e from the natural (NBO) method, atoms 1 to 8:
1. O -0.488
2. O -0.577
3. C 0.062
4. C 0.647
5. C -0.455
6. C -0.438
7. H 0.211
8. H 0.257

***

Density functional theory data (ωB97M-V/def2-TZVPD) for 2 unconnected molecules or ions with the total composition C4H12 at a distorted geometry.

The geometry in ORCA input format:
```
! wB97M-V def2-TZVPD RIJCOSX def2/J DEFGRID3
* xyz 0 1
C -2.408 0.447 -1.238
C -1.030 0.362 -1.925
C 1.786 -0.067 2.279
C 1.667 -0.736 0.892
H -0.423 -0.398 -1.435
H -2.229 0.517 -0.172
H 1.084 0.754 2.264
H 2.117 -0.116 0.126
H 0.590 -0.768 0.702
H -0.513 1.320 -1.889
H 1.967 -1.760 0.682
H -1.053 0.072 -2.978
H 1.554 -0.739 3.101
H 2.801 0.294 2.439
H -2.983 -0.448 -1.486
H -2.998 1.251 -1.673
*
```

## Properties
- lowest unoccupied orbital energy (eV) = 1.11
- SMILES string = CC.CC
- E (eV) = -4342.2515
- energy above the lowest of the compared OMol25 structures with the same formula, charge and spin (kcal/mol) = 6.4
- max |F| (eV/Å) = 1.489
- gap between HOMO and LUMO (eV) = 12.8
- HOMO level (eV) = -11.683

Atomic partial charges in e from the natural (NBO) method, atoms 1 to 8:
1. C -0.607
2. C -0.604
3. C -0.603
4. C -0.611
5. H 0.201
6. H 0.205
7. H 0.204
8. H 0.203

***

- Which value of HOMO level does entry 5 give?
  -9.552 eV

***

- Which value of HOMO level does entry 2 give?
  -8.740 eV